Entry from OMol25: 4 unconnected molecules or ions with the total composition C2H12O3S2 in a non-equilibrium geometry (ωB97M-V/def2-TZVPD).

Each atom is followed by the atoms it is bonded to, with distances in Å.
Cartesian coordinates (Å):
1 C 1.02627 0.65244 1.34509  S2 1.808, H5 1.089, H6 1.087, H7 1.083
2 S -0.66440 1.29424 1.34144  C1 1.808, S3 2.026
3 S -1.76368 -0.19185 0.51100  S2 2.026, C4 1.815
4 C -3.05228 -0.51730 1.74769  S3 1.815, H8 1.082, H9 1.089, H10 1.086
5 H 1.65489 1.53185 1.47600  C1 1.089
6 H 1.17449 0.05221 2.23867  C1 1.087
7 H 1.27055 0.19383 0.39473  C1 1.083
8 H -3.58937 0.40332 1.93145  C4 1.082
9 H -3.68383 -1.24689 1.24383  C4 1.089
10 H -2.61826 -0.98093 2.62804  C4 1.086
11 H -1.33952 2.49736 -1.00849  O13 0.950
12 H -0.86497 3.83571 -1.58959  O13 0.966
13 O -0.75912 2.87840 -1.65728  H11 0.950, H12 0.966
14 H 2.96240 0.47057 -4.14670  O16 0.959
15 H 2.43987 0.47107 -5.52245  O16 0.957
16 O 2.71691 -0.14301 -4.84210  H14 0.959, H15 0.957
17 H 1.96587 -3.50056 0.57553  O19 0.954
18 H 1.70553 -4.20152 1.97601  O19 0.979
19 O 1.41863 -3.49893 1.35714  H17 0.954, H18 0.979

Calculated values
- Kohn-Sham gap: 8.86 eV
- SMILES string: CSSC.O.O.O
- Energy relative to the best compared isomer or geometry (same formula, charge and spin): 0.912 eV
- Max |F|: 0.0216 hartree/bohr
- Lowest unoccupied orbital energy: 0.7 eV
- Net charge: 0
- Spin multiplicity: 1

Atom charges from the natural (NBO) analysis, given in e for atoms 1 to 4:
1. C -0.74
2. S 0.05
3. S 0.07
4. C -0.73